# C4H8N2O

2 unconnected molecules or ions with the total composition C4H8N2O (ωB97M-V/def2-TZVPD, the OMol25 dataset).

Properties
- DFT total energy (a.u.) = -341.89601
- SMILES string = CN/C=C\O.C#N
- ΔE to the lowest compared entry with this formula, charge and spin (kJ/mol) = 282.6
- lowest unoccupied orbital energy (eV) = 0.873
- E_HOMO (eV) = -8.17
- gap between HOMO and LUMO (eV) = 9.0

Last column: Mulliken charge in e.
CARTESIAN COORDINATES (ANGSTROEM)
C1 -1.804330 0.776644 0.813758  -0.917
N1 -0.396762 0.547119 1.115747  -0.451
C2 0.407661 0.287009 -0.020033  -0.062
C3 1.726998 0.125382 0.097922  -0.347
O1 2.390741 0.294861 1.276841  -0.544
H1 -2.258416 -0.040100 0.228854  0.321
H2 -2.360831 0.887956 1.748473  0.317
H3 -1.908451 1.708086 0.248065  0.317
H4 -0.303642 -0.217575 1.779251  0.239
H5 -0.086200 0.249009 -0.986950  0.458
H6 2.380788 -0.180227 -0.713731  0.291
H7 1.840544 0.899652 1.802539  0.352
C4 0.058510 -2.091872 -1.873536  0.196
N2 -1.005108 -2.516517 -1.731632  -0.382
H8 1.037255 -1.674880 -1.988642  0.212

Atomic forces in eV per Å
-0.201 0.074 -0.028
0.044 -0.139 -0.029
0.214 0.003 0.002
-0.165 0.019 -0.304
-0.132 0.137 0.190
0.093 0.162 0.105
0.082 -0.003 -0.151
0.007 -0.139 0.088
0.021 0.159 -0.038
0.103 -0.017 0.175
-0.131 0.204 0.042
0.113 -0.190 0.086
-0.982 -0.476 0.082
1.069 0.381 -0.188
-0.135 -0.176 -0.034